Entry from the Open Molecules 2025 dataset: C33H47N8O4PS4Ta as an isolated structure (ωB97M-V/def2-TZVPD).

Geometry as XYZ:
```
98
Properties=species:S:1:pos:R:3:forces:R:3
Ta 0.2384 -0.1143 -0.4827 1.467 2.347 0.522
S -0.3209 3.0431 -0.9272 0.218 0.058 -0.243
S 0.5271 2.5204 -4.7311 0.027 0.049 0.019
S -2.3983 -0.3307 -1.5246 -0.198 -0.147 -0.233
S 1.2179 0.4345 -2.7589 0.023 -0.277 0.634
P 0.5176 -2.8443 -1.3514 0.216 0.184 -0.201
O 2.9368 -0.7209 -0.5975 -0.190 -0.020 -0.412
O -2.0851 -1.3480 -2.5052 -0.410 -0.088 -0.061
O -1.5922 0.8895 -1.7480 0.143 -0.565 0.516
O 0.3997 -1.1035 3.1191 -0.104 0.056 -0.004
N 2.1992 1.8954 0.0757 -0.028 -0.421 -0.396
N -0.0865 1.3318 1.6489 -0.291 -0.686 -0.839
N -0.9095 0.4462 -4.4406 -0.179 -0.013 -0.224
N -1.6512 -0.7133 -0.0817 -0.444 -0.565 -0.083
N -1.1393 -2.4917 1.3143 0.125 0.054 0.008
N -3.4006 -2.0005 0.8417 -0.184 0.127 -0.003
N 1.4384 -0.8068 1.0367 -0.304 -0.563 0.392
N -8.0866 0.6642 -1.0570 0.182 -0.007 -0.036
C -2.8640 -3.6901 2.4276 -0.008 -0.029 -0.013
C 5.3847 -2.3665 2.9119 0.029 -0.002 0.005
C 1.3633 -1.2108 2.4154 0.291 -0.081 -0.123
C -2.0403 -4.1816 -1.9753 0.115 -0.036 -0.029
C 4.8955 -1.8676 1.7053 0.153 -0.015 -0.075
C -1.6549 1.1217 -5.5121 0.091 0.071 -0.034
C -6.7721 0.4360 -1.1692 -0.115 0.011 0.027
C -0.8485 3.5396 0.7322 -0.007 -0.086 -0.066
C 0.1287 1.0519 -3.9605 0.018 0.071 -0.059
C -4.5135 0.8618 -0.4279 -0.111 -0.057 -0.219
C -5.8516 1.0941 -0.3104 0.010 0.039 0.067
C -2.1060 -1.8117 0.7332 0.177 0.164 -0.057
C -1.5301 -3.4256 2.1857 0.079 -0.039 0.029
C 1.1384 1.8097 2.3177 0.041 0.085 0.089
C -3.7807 -2.9605 1.6882 -0.047 0.050 -0.064
C 2.7193 -1.0076 0.5793 -0.312 -0.040 0.031
C -4.9414 -0.7139 -2.2530 -0.015 -0.076 0.025
C 3.2010 -2.1844 3.9611 -0.013 -0.038 0.094
C 2.0600 -5.1295 -0.4489 0.067 0.049 0.059
C -4.0496 -0.0378 -1.4072 0.214 0.129 0.166
C 2.7270 -1.6884 2.7681 -0.055 0.028 -0.080
C 2.1166 2.5162 1.4024 -0.133 0.078 -0.009
C 3.5580 -1.5360 1.6588 0.072 0.067 -0.036
C -0.7073 -4.2198 -1.2345 -0.236 0.277 -0.054
C 2.4538 2.9034 -0.9646 -0.041 0.141 0.065
C 1.2788 3.8671 -1.1265 -0.070 -0.105 0.069
C -1.1668 2.3307 1.5939 -0.079 0.121 0.003
C -0.8081 2.3255 -5.9639 0.066 -0.061 0.041
C -6.2807 -0.4712 -2.1392 -0.075 -0.056 -0.038
C 0.9716 -2.8310 -3.1249 0.004 -0.264 0.013
C 4.5535 -2.5266 4.0165 -0.026 -0.007 0.016
C 1.4630 -4.1591 -3.7087 -0.076 0.052 -0.042
C 1.9530 -3.5995 -0.4815 -0.098 -0.119 0.043
H 4.9641 -2.9228 4.9366 -0.003 0.023 -0.030
H 0.8794 2.4882 3.1348 -0.092 -0.059 0.045
H 2.9928 -5.3905 0.0518 -0.011 -0.010 -0.009
H 2.9885 1.2633 0.0434 0.077 0.036 0.015
H 0.0819 -2.4871 -3.6580 0.018 0.077 -0.030
H 1.6630 -4.0230 -4.7717 -0.002 -0.011 0.022
H -1.9125 -3.9818 -3.0393 -0.005 0.004 0.020
H -8.7444 0.2243 -1.6776 -0.027 0.001 0.015
H -6.9794 -0.9837 -2.7891 0.022 0.039 0.012
H 1.2922 4.2844 -2.1319 -0.004 0.073 0.022
H 3.3519 3.4862 -0.7409 0.031 -0.022 0.045
H -2.7204 -3.4388 -1.5751 -0.073 0.018 0.057
H -6.2213 1.7782 0.4440 -0.001 -0.015 -0.056
H 1.3086 4.7042 -0.4314 0.066 0.037 -0.044
H -0.7442 -3.9857 2.6809 -0.019 0.052 0.028
H -3.1721 -4.4368 3.1450 -0.013 -0.009 -0.045
H 1.6242 0.9586 2.7731 0.031 0.040 0.139
H 6.4312 -2.6310 2.9926 -0.035 -0.012 -0.003
H -1.8059 0.4251 -6.3324 -0.024 -0.053 -0.022
H -2.6297 1.4277 -5.1371 -0.023 0.025 0.108
H -3.8124 1.3689 0.2208 -0.046 0.003 0.041
H -0.8668 -4.4147 -0.1795 0.061 -0.081 0.078
H 0.7280 -4.9594 -3.6199 0.031 0.016 0.003
H -8.4471 1.3303 -0.3957 -0.024 -0.008 0.013
H 2.3943 -4.4798 -3.2453 -0.009 0.003 -0.020
H 2.0888 -5.5786 -1.4384 -0.029 -0.012 0.018
H 1.2507 -5.5854 0.1193 0.014 0.004 -0.023
H -1.3813 3.2467 -5.9952 -0.029 0.010 -0.003
H -0.4277 0.5462 2.2058 -0.020 0.084 0.207
H -0.3424 2.1655 -6.9320 0.003 -0.022 -0.017
H -1.2778 -0.3866 -3.9886 0.002 -0.105 -0.006
H -0.1160 -5.0491 -1.6230 0.003 -0.035 0.033
H 3.0905 2.5336 1.8952 0.049 0.031 -0.033
H -4.5694 -1.4127 -2.9920 -0.024 0.003 0.065
H 1.7433 -2.0758 -3.2472 0.028 0.046 -0.019
H -1.7482 4.1430 0.6276 -0.006 0.048 0.052
H 5.5453 -1.7483 0.8470 -0.037 0.008 0.022
H -4.8473 -3.1325 1.7696 0.019 -0.002 0.026
H 1.8249 3.5541 1.2758 0.057 0.013 0.007
H -2.5145 -5.1586 -1.8756 0.037 0.000 -0.018
H -2.0474 1.8219 1.2057 -0.037 -0.014 -0.001
H 2.8463 -3.1674 -0.9336 0.009 0.005 0.005
H -1.4063 2.6897 2.5982 -0.016 -0.101 0.085
H 2.5520 -2.3025 4.8189 0.017 0.007 0.003
H 2.6308 2.3740 -1.8928 0.096 0.024 -0.060
H 1.9026 -3.2529 0.5507 0.016 -0.029 -0.002
H -0.0802 4.1703 1.1720 -0.059 0.025 0.054
```
Forces are in eV/Å.

Properties
HOMO in eV: -15.3506
Energy above the lowest of the compared OMol25 structures with the same formula, charge and spin in eV: 2.262
Frontier orbital gap in eV: 6.23
Energy in eV: -109255.722
Charge: +3

---

Entry from the Open Molecules 2025 dataset: C33H47N9O2P2S2SeW as an isolated structure (ωB97M-V/def2-TZVPD).

Geometry as XYZ:
```
97
Properties=species:S:1:pos:R:3:forces:R:3
W 0.6082 0.4021 0.4378 0.484 -0.185 -0.169
Se -0.3826 -0.7887 2.5742 0.042 0.031 -0.019
S -2.4723 1.2556 -0.1711 0.043 -0.156 0.019
S 0.5121 -1.7220 -1.1819 -0.147 0.180 0.164
P 2.8775 0.7847 -0.7876 0.011 0.122 0.056
P 2.3053 -1.3360 1.4123 -0.051 0.059 0.157
O -2.6423 2.3760 -1.0693 -0.016 -0.055 0.028
O -2.1320 -0.0276 -0.7470 -0.126 0.219 0.069
N 1.3036 -2.8449 -3.4258 -0.024 -0.009 0.043
N -1.1088 2.9950 -3.9817 0.110 0.060 0.034
N 0.4209 2.0991 -1.1027 0.117 -0.270 -0.218
N 1.1179 1.9383 1.9083 -0.038 0.023 -0.120
N -0.2525 -1.2066 -3.7706 0.028 0.080 0.002
N -0.4385 2.9599 -2.7718 0.051 -0.051 -0.116
N -0.2600 3.9901 -1.9660 -0.047 0.166 -0.113
N -1.2180 1.5041 0.8321 -0.118 -0.015 -0.070
N -0.0191 1.8242 -2.3071 -0.194 0.136 0.211
C 1.8593 -3.0832 1.6211 0.062 0.015 -0.078
C -2.2051 3.3836 2.1247 0.050 0.011 -0.010
C -6.2557 0.7871 2.2187 -0.021 0.010 0.004
C -2.3934 -4.1001 0.9419 0.018 0.026 -0.006
C 0.0875 2.7312 2.3587 -0.011 -0.117 0.053
C -2.3111 -5.0245 1.9727 -0.006 -0.010 -0.013
C 0.2797 3.6985 3.3665 0.016 0.040 -0.031
C -3.9405 1.0914 0.7735 0.008 0.026 0.050
C 0.2011 -0.9086 -5.1261 -0.030 0.024 -0.020
C -2.0138 4.3486 3.1336 -0.034 -0.015 -0.041
C 2.3248 2.1304 2.4207 -0.031 -0.031 -0.019
C -3.9632 0.1830 1.8238 -0.031 -0.015 -0.001
C -1.1436 -2.5226 2.2423 0.014 0.078 0.013
C -1.8210 -2.8401 1.0735 -0.054 0.004 -0.061
C -0.8111 4.5026 3.7600 0.033 0.058 0.036
C -1.6543 -4.6892 3.1494 0.024 0.030 0.012
C 1.5741 3.8332 3.9070 -0.011 -0.006 -0.027
C -6.2178 1.6892 1.1641 0.013 0.007 -0.015
C -5.0515 1.8518 0.4314 -0.006 -0.042 0.025
C -1.0638 -3.4414 3.2860 -0.090 -0.050 -0.047
C 0.2948 3.4337 -0.9186 -0.165 -0.125 0.036
C 2.9064 0.3104 -2.5416 0.000 0.016 0.017
C 0.8622 -3.6395 -4.5782 0.005 -0.041 -0.026
C -5.1339 0.0368 2.5490 0.038 -0.007 -0.002
C 3.0501 -0.9065 3.0275 -0.006 -0.030 0.007
C 2.5966 3.0593 3.4251 0.024 0.023 0.018
C 3.4776 2.5072 -0.8433 -0.039 -0.012 -0.012
C 2.4076 -3.4478 -2.6891 0.020 -0.004 -0.039
C 3.8276 -1.4851 0.3911 0.010 -0.034 -0.086
C 4.2921 -0.1125 -0.0626 -0.010 -0.032 0.016
C 0.5090 -1.8904 -2.9100 0.098 -0.010 0.012
C -1.1764 2.5472 1.7481 -0.100 -0.084 0.038
C -1.6286 -0.8116 -3.4995 0.001 0.038 -0.010
H -0.2850 -1.5367 -5.8742 0.004 0.021 -0.009
H -5.1709 -0.6640 3.3721 -0.003 0.001 -0.001
H 3.3750 -1.8371 3.4952 0.002 0.000 -0.012
H 3.3433 3.0174 0.1099 0.002 -0.005 -0.019
H 2.9937 -0.7702 -2.6276 0.009 0.059 -0.011
H -2.9199 -4.3486 0.0294 -0.010 -0.021 0.003
H 3.6049 3.1525 3.8019 -0.003 -0.007 0.005
H 2.9533 3.0635 -1.6184 -0.006 0.013 0.007
H -3.1756 3.2996 1.6602 -0.004 0.032 0.014
H 2.7865 -3.6581 1.5699 -0.012 0.001 0.004
H -0.6724 5.2416 4.5373 0.001 -0.001 0.000
H -1.7394 0.2702 -3.5620 0.023 -0.036 0.030
H 3.9298 -0.2759 2.9031 -0.004 0.007 -0.006
H 0.9612 -4.6924 -4.3171 0.005 -0.002 -0.002
H 3.7648 0.7797 -3.0244 0.000 0.005 -0.001
H 3.0704 -3.9265 -3.4074 -0.007 0.001 -0.013
H 0.5623 3.9616 -0.0171 0.020 -0.029 -0.093
H -1.5984 -5.3989 3.9641 -0.002 -0.005 -0.005
H -2.1051 3.0529 -3.7785 0.038 0.001 0.062
H -3.0787 -0.3886 2.0762 -0.013 0.012 -0.018
H 2.3318 -0.4256 3.6850 -0.019 0.007 0.007
H 4.5942 -2.0040 0.9693 0.011 -0.007 -0.004
H 1.2790 -1.0301 -5.1996 0.001 -0.002 -0.003
H -0.5502 -3.1817 4.2041 0.004 0.006 -0.003
H -1.9142 -2.1158 0.2728 0.000 -0.037 0.116
H -0.1826 -3.4392 -4.7953 0.024 -0.025 0.019
H 2.0549 -4.1953 -1.9759 -0.013 0.006 0.002
H 4.5401 2.5013 -1.0912 0.001 -0.014 -0.001
H 3.1170 1.5172 2.0198 0.021 0.000 0.027
H 4.6701 0.4746 0.7792 -0.002 0.002 0.005
H 1.4651 -3.4409 -5.4642 0.002 0.008 0.003
H -2.8500 4.9757 3.4116 -0.004 -0.004 0.002
H 1.1736 -3.4201 0.8484 -0.008 -0.016 -0.001
H 1.9854 0.6242 -3.0321 0.035 0.003 -0.004
H -2.2658 -1.2773 -4.2554 0.007 0.010 -0.002
H -7.1672 0.6672 2.7888 -0.001 0.002 -0.002
H -0.0578 0.1300 -5.3354 0.009 0.012 0.015
H -1.9286 -1.1439 -2.5174 0.002 -0.014 0.035
H -7.0956 2.2677 0.9107 -0.003 -0.002 0.002
H -4.9969 2.5513 -0.3907 0.001 0.012 -0.006
H -2.7663 -5.9999 1.8662 -0.004 -0.001 -0.001
H 1.3984 -3.2309 2.5911 -0.014 -0.016 0.040
H 3.5780 -2.1164 -0.4630 0.045 0.027 0.080
H -0.8152 3.8299 -4.4787 -0.016 0.008 0.011
H 1.7498 4.5621 4.6881 0.003 -0.001 0.005
H 2.9685 -2.6871 -2.1569 -0.040 -0.085 -0.024
H 5.0999 -0.1603 -0.7958 0.005 0.000 -0.006
```
Forces are in eV/Å.

Properties
HOMO (spin up / spin down) in eV: -12.1408 / -12.1716
2S+1: 3
Energy above the lowest of the compared OMol25 structures with the same formula, charge and spin in eV: 0.000
Frontier orbital gap (spin up / spin down) in eV: 6.79 / 5.99
Energy in eV: -159897.469
Charge: +2

---

Entry from the Open Molecules 2025 dataset: a 7-piece molecular cluster, C33H48BrN6O6P overall (ωB97M-V/def2-TZVPD).

Geometry as XYZ:
```
95
Properties=species:S:1:pos:R:3:forces:R:3
Br -2.0263 -1.9095 -2.4107 0.450 0.238 0.320
P -1.7968 0.3433 -2.5158 -0.803 1.253 -0.912
O 1.4071 2.0497 2.2937 -0.034 -0.119 -0.927
O -2.3117 2.8899 1.1795 2.866 3.448 0.926
O -0.3426 0.1436 2.3648 -0.236 -0.931 -0.164
O -0.2026 0.6092 -2.9397 -0.736 -1.158 0.733
O -3.0838 1.6641 -0.4998 0.156 -0.960 -0.259
O -2.9336 0.7299 2.8198 -0.395 -0.511 -0.323
N 1.3527 -2.5346 -4.7341 0.081 0.084 -0.016
N 6.9095 -3.9714 5.7682 0.033 0.027 0.064
N -5.2320 2.2627 -6.4531 0.057 -0.078 0.012
N 2.2449 7.9315 2.6442 -0.029 0.032 0.141
N -7.2210 -2.4813 -5.6034 -0.026 0.023 0.042
N 2.7575 -3.4950 3.9107 0.078 -0.006 -0.128
C -1.8613 0.9268 -0.7512 0.368 -0.105 0.277
C 2.0600 -3.6568 -5.0711 -0.036 -0.050 0.044
C -1.1853 -0.9984 2.3494 -0.172 0.521 -0.347
C 2.8549 -3.3463 -6.1416 0.005 -0.036 0.030
C -3.8434 1.3059 1.9130 -0.212 0.278 -0.814
C 6.9209 -3.9674 7.1361 -0.041 -0.081 -0.033
C 2.2667 8.4263 4.8037 0.026 -0.038 0.022
C 4.7162 -3.3486 2.8872 0.036 0.026 0.033
C 2.8520 7.6506 3.8399 0.075 -0.066 -0.111
C 1.2728 8.8756 2.8386 0.000 0.002 -0.096
C 3.9266 -2.7858 3.8553 -0.048 0.068 0.130
C 8.5062 -2.5652 6.3829 0.026 0.042 -0.058
C 2.7887 -4.5011 2.9816 -0.089 -0.021 0.050
C 0.3698 4.1968 2.3322 0.629 0.604 0.005
C 1.2630 9.2042 4.1678 -0.049 0.033 -0.038
C -4.6985 1.8993 -5.2460 -0.048 0.090 0.026
C -6.4310 -3.5553 -5.3001 0.057 0.065 -0.020
C -8.5170 -4.2722 -5.7289 -0.068 0.018 -0.004
C -5.2730 1.1762 -7.2835 -0.091 0.065 -0.033
C 1.7601 0.9149 1.5361 -0.132 -0.680 0.399
C 7.8693 -3.1159 5.3020 -0.036 -0.054 -0.076
C 1.6937 -1.5075 -5.5746 -0.071 0.032 0.046
C -2.6852 -0.6477 2.5839 0.487 -0.350 0.660
C 0.9836 -0.2902 2.1260 1.093 1.192 -0.141
C 7.9037 -3.1066 7.5485 -0.042 -0.011 0.064
C -7.2058 -4.6832 -5.3718 0.059 -0.025 0.027
C -4.4016 0.5640 -5.3024 -0.028 -0.036 0.029
C 3.9928 -4.4382 2.3318 -0.044 -0.061 -0.023
C 1.2781 3.2377 1.5265 0.053 0.946 0.874
C 2.6227 -1.9816 -6.4609 0.007 0.057 -0.005
C -3.0078 2.0486 0.8289 -2.924 -2.611 -0.099
C -8.4941 -2.9085 -5.8614 0.017 0.060 -0.029
C -4.7657 0.1043 -6.5970 -0.073 -0.090 -0.045
H -6.9114 -1.5238 -5.6322 0.029 -0.042 -0.013
H 5.7025 -3.0157 2.6070 -0.032 0.024 -0.008
H -0.8429 -1.7142 3.1122 -0.116 -0.021 -0.237
H 1.9354 -4.5751 -4.5224 0.010 0.008 -0.031
H 2.5274 8.4348 5.8492 -0.005 -0.008 -0.021
H 3.6458 6.9249 3.8987 -0.013 0.020 0.026
H 9.3138 -1.8527 6.3424 -0.018 -0.013 -0.003
H 1.0352 -1.1291 1.4155 -0.078 0.080 0.146
H 1.2461 -0.5323 -5.4700 0.010 -0.010 -0.058
H 2.4768 7.5112 1.7626 -0.019 0.008 0.048
H -1.8146 0.1010 -0.0301 0.311 0.099 -0.171
H 1.9943 -3.3065 4.5354 0.045 0.003 -0.022
H -4.4262 2.0724 2.4352 0.236 -0.057 -0.012
H 1.9545 -5.1725 2.8650 0.037 -0.008 -0.007
H 0.6752 9.2311 2.0161 0.000 0.008 0.033
H -5.5453 3.1860 -6.6928 0.029 -0.041 0.007
H 0.6087 9.9228 4.6335 0.008 -0.017 -0.013
H -9.2711 -2.2079 -6.1173 0.003 -0.033 -0.004
H -3.2577 -1.0460 1.7365 -0.048 0.278 0.119
H 1.5148 -0.5728 3.0487 -0.490 -0.188 0.044
H -4.5778 2.6196 -4.4542 0.014 -0.043 0.006
H 6.2314 -4.5766 7.6963 0.032 0.012 0.010
H 0.9158 5.1193 2.6322 -0.263 -0.525 -0.284
H -4.5628 0.5955 1.4843 0.294 -0.063 0.077
H 4.3192 -5.0989 1.5454 -0.014 0.016 0.012
H 8.1612 -2.8883 8.5720 -0.011 -0.003 -0.020
H -0.5146 4.5042 1.7718 0.052 -0.196 0.195
H 8.0166 -2.9739 4.2445 0.023 0.003 0.026
H -1.0199 1.6204 -0.6026 0.013 -0.345 -0.032
H 6.2905 -4.5165 5.1935 -0.019 0.107 -0.012
H 0.6869 -2.4735 -3.9856 -0.058 -0.137 -0.027
H -1.1058 -1.4453 1.3404 0.083 -0.292 0.392
H 0.1643 -0.2681 -3.1389 0.410 0.417 -0.011
H 3.0855 -1.4138 -7.2512 -0.012 -0.008 0.018
H -3.0065 -1.1945 3.4824 -0.072 0.124 -0.218
H -3.9704 -0.0184 -4.5058 0.005 0.023 -0.019
H 4.0947 -1.9459 4.5089 0.049 -0.027 -0.011
H 0.0891 3.7115 3.2705 -0.193 -0.054 -0.282
H -6.8702 -5.6908 -5.1883 -0.004 0.021 -0.004
H -9.3780 -4.9045 -5.8712 0.016 0.015 0.004
H 0.8929 3.0505 0.5146 -0.065 -0.186 0.243
H 2.8463 0.7414 1.6194 -0.210 -0.147 -0.149
H 3.5296 -4.0220 -6.6410 -0.016 0.011 0.011
H -5.3885 -3.4247 -5.0612 -0.017 -0.020 -0.008
H -4.6656 -0.8991 -6.9799 0.030 0.031 -0.026
H -5.6584 1.2590 -8.2859 0.020 -0.027 0.015
H 1.5123 0.9918 0.4658 -0.075 0.364 0.217
H 2.2670 3.7198 1.4259 -0.106 -0.288 -0.200
```
Forces are in eV/Å.

Properties
HOMO in eV: -8.1824
Frontier orbital gap in eV: 8.06
Energy in eV: -135552.593
Charge: 0